Record 1
The following is a DFT calculation (the ωB97M-V functional and the def2-TZVPD basis) of 2 unconnected molecules or ions with the total composition C5H13NO.

Last column: natural (NBO) charge in e.
Element x y z (Å)
C -1.46 -1.54 -0.44  -0.726
C -2.23 -0.42 -1.09  0.670
O -3.03 0.24 -0.45  -0.609
N -1.99 -0.21 -2.41  -0.829
H -0.42 -1.35 -0.17  0.232
H -1.40 -2.44 -1.04  0.219
H -2.44 0.59 -2.84  0.403
H -1.43 -0.80 -3.00  0.395
H -1.92 -1.72 0.53  0.244
C 1.64 0.18 1.30  -0.396
C 2.27 0.58 -0.06  -0.605
C 0.61 1.19 1.83  -0.613
H 1.11 -0.75 1.11  0.188
H 2.46 0.11 2.02  0.204
H 1.50 1.02 -0.70  0.198
H 2.59 -0.33 -0.56  0.202
H 1.06 1.96 2.47  0.203
H 0.13 1.76 1.04  0.206
H 3.10 1.26 0.03  0.205
H -0.15 0.67 2.42  0.211

Relative energy (zero: lowest compared OMol25 entry of this formula, charge and spin) in kcal/mol: 6.24
Frontier orbital gap in eV: 10.706
SMILES: CC(N)=O.CCC
E_HOMO in eV: -9.890

Record 2
The following is a DFT calculation (the ωB97M-V functional and the def2-TZVPD basis) of 2 unconnected molecules or ions with the total composition C5H13NO.

Last column: natural (NBO) charge in e.
Element x y z (Å)
C 0.70 2.19 -0.65  -0.500
C -0.42 1.16 -0.75  -0.618
C 1.86 1.63 0.20  0.681
O 1.91 1.77 1.40  -0.611
N 2.82 1.03 -0.54  -0.829
H 1.06 2.45 -1.65  0.201
H 0.45 3.14 -0.17  0.235
H -0.69 0.88 -1.77  0.210
H 3.73 0.69 -0.25  0.404
H 2.65 0.87 -1.51  0.383
H -1.28 1.37 -0.12  0.223
H 0.01 0.22 -0.40  0.221
C -0.92 -1.77 0.61  -0.617
C -2.24 -2.52 0.92  -0.608
H -1.07 -1.30 -0.35  0.201
H -0.84 -1.10 1.47  0.216
H -0.08 -2.46 0.54  0.206
H -2.04 -3.48 1.41  0.200
H -2.74 -2.83 0.01  0.200
H -2.86 -1.95 1.61  0.204

Relative energy (zero: lowest compared OMol25 entry of this formula, charge and spin) in kcal/mol: 17.01
Frontier orbital gap in eV: 10.464
SMILES: CCC(N)=O.CC
E_HOMO in eV: -9.625

Record 3
The following is a DFT calculation (the ωB97M-V functional and the def2-TZVPD basis) of 2 unconnected molecules or ions with the total composition C5H13NO.

Last column: natural (NBO) charge in e.
Element x y z (Å)
C 1.00 1.44 1.52  -0.446
N 1.70 0.59 0.53  -0.577
C 0.96 0.63 -0.79  -0.267
C -2.85 -0.27 -0.15  -0.655
C -1.52 0.42 -0.31  -0.189
C -0.36 -0.09 -0.74  -0.192
H 0.41 0.90 2.26  0.203
H 0.57 2.36 1.11  0.172
H 1.79 1.83 2.19  0.194
H 2.45 1.24 0.25  0.334
H 0.86 1.63 -1.21  0.172
H 1.69 0.16 -1.46  0.202
H -2.93 -1.04 0.61  0.219
H -3.07 -0.67 -1.13  0.217
H -3.66 0.44 0.07  0.214
H -1.34 1.28 0.34  0.186
H -0.36 -1.17 -0.92  0.209
H 2.07 -3.15 -1.31  0.468
H 1.12 -3.67 -0.26  0.467
O 1.46 -2.86 -0.62  -0.930

Relative energy (zero: lowest compared OMol25 entry of this formula, charge and spin) in kcal/mol: 58.58
Frontier orbital gap in eV: 9.746
SMILES: C/C=C/CNC.O
E_HOMO in eV: -8.896

Record 4
The following is a DFT calculation (the ωB97M-V functional and the def2-TZVPD basis) of 2 unconnected molecules or ions with the total composition C5H13NO.

Last column: natural (NBO) charge in e.
Element x y z (Å)
C 0.29 -0.20 2.25  -0.424
N -0.61 -0.75 1.23  -0.645
C 0.11 -1.63 0.21  -0.255
C 1.04 1.02 -2.47  -0.656
C 0.37 -0.05 -1.63  -0.177
C 0.99 -0.71 -0.64  -0.208
H 1.07 -0.95 2.50  0.162
H -0.28 -0.12 3.18  0.211
H 0.74 0.73 1.91  0.202
H -1.31 -1.39 1.58  0.357
H 0.76 -2.35 0.73  0.171
H -0.71 -2.11 -0.32  0.200
H 1.26 0.71 -3.48  0.225
H 1.94 1.27 -1.88  0.212
H 0.52 1.99 -2.41  0.224
H -0.71 -0.04 -1.45  0.197
H 1.89 -0.49 -0.07  0.205
H -1.07 1.30 0.25  0.472
H -2.46 1.21 0.52  0.462
O -1.75 1.88 0.59  -0.936

Relative energy (zero: lowest compared OMol25 entry of this formula, charge and spin) in kcal/mol: 57.39
Frontier orbital gap in eV: 10.077
SMILES: C/C=C/CNC.O
E_HOMO in eV: -9.160

Record 5
The following is a DFT calculation (the ωB97M-V functional and the def2-TZVPD basis) of 2 unconnected molecules or ions with the total composition C5H13NO.

Last column: natural (NBO) charge in e.
Element x y z (Å)
C -0.75 1.51 1.94  -0.412
C 0.42 2.36 1.49  -0.605
C -1.64 1.13 0.73  -0.616
H -1.43 2.18 2.46  0.208
H -0.40 0.64 2.49  0.211
H 0.00 3.26 1.02  0.197
H 1.03 2.74 2.31  0.209
H -1.24 1.30 -0.27  0.191
H 1.13 1.97 0.76  0.203
H -2.53 1.77 0.65  0.204
H -1.98 0.09 0.70  0.214
C 0.99 -0.10 -1.40  -0.728
C 0.60 -1.51 -0.99  0.681
O 1.37 -2.26 -0.45  -0.601
N -0.65 -1.87 -1.44  -0.839
H 0.32 0.62 -0.91  0.227
H 0.94 0.04 -2.47  0.227
H -0.91 -2.83 -1.39  0.398
H -1.26 -1.25 -1.92  0.391
H 1.98 0.09 -0.99  0.238

Relative energy (zero: lowest compared OMol25 entry of this formula, charge and spin) in kcal/mol: 11.30
Frontier orbital gap in eV: 10.677
SMILES: CC(N)=O.CCC
E_HOMO in eV: -9.842

Record 6
The following is a DFT calculation (the ωB97M-V functional and the def2-TZVPD basis) of 2 unconnected molecules or ions with the total composition C5H13NO.

Last column: natural (NBO) charge in e.
Element x y z (Å)
C -0.42 1.84 -0.72  -0.202
C -0.09 0.49 -1.38  -0.465
C 0.49 -0.56 -0.48  -0.203
C 1.80 -0.70 -0.36  -0.159
C 2.43 -1.71 0.53  -0.654
N -1.84 1.94 -0.40  -0.902
H -0.20 2.64 -1.42  0.186
H 0.14 1.85 0.20  0.176
H 0.57 0.74 -2.20  0.220
H -0.92 0.17 -2.02  0.214
H -0.08 -1.07 0.28  0.182
H 2.51 -0.04 -0.84  0.192
H 1.75 -2.46 0.93  0.215
H 2.90 -1.29 1.43  0.217
H 3.23 -2.34 0.10  0.219
H -2.22 2.86 -0.43  0.384
H -2.33 1.07 -0.39  0.377
H -1.68 -1.35 1.27  0.468
H -1.69 -0.33 2.46  0.478
O -1.75 -1.26 2.22  -0.942

Relative energy (zero: lowest compared OMol25 entry of this formula, charge and spin) in kcal/mol: 47.33
Frontier orbital gap in eV: 9.747
SMILES: C/C=C/CCN.O
E_HOMO in eV: -8.750